Entry 1:
Density functional theory data (ωB97M-V/def2-TZVPD) for a structure of composition C23H20N4O3S3Tl in a non-equilibrium geometry.

```
! wB97M-V def2-TZVPD RIJCOSX def2/J DEFGRID3
* xyz 0 2
Tl 0.632 0.775 0.291
O -0.045 -1.377 1.717
N 0.887 -2.186 2.037
C 0.947 -2.649 3.302
C 1.931 -3.506 3.723
C 2.904 -3.923 2.815
C 2.842 -3.457 1.524
C 1.839 -2.568 1.122
S 1.794 -1.917 -0.459
H 0.163 -2.287 3.950
H 1.939 -3.846 4.747
H 3.695 -4.587 3.124
H 3.572 -3.751 0.787
O 2.107 1.935 -1.704
C 1.248 1.587 -2.514
N 1.342 1.757 -3.857
C 0.132 1.335 -4.525
C -0.670 0.785 -3.286
O -1.765 0.279 -3.360
N 0.043 1.047 -2.185
C -0.612 2.533 -5.102
C 0.107 3.665 -5.476
C -0.538 4.780 -5.975
C -1.919 4.792 -6.076
C -2.641 3.662 -5.726
C -1.993 2.529 -5.264
C 0.362 0.347 -5.647
C 1.479 0.479 -6.467
C 1.698 -0.405 -7.509
C 0.798 -1.426 -7.758
C -0.330 -1.541 -6.965
C -0.554 -0.658 -5.923
H 2.231 1.875 -4.306
H 1.180 3.685 -5.364
H 0.044 5.645 -6.266
H -2.427 5.675 -6.436
H -3.717 3.664 -5.812
H -2.569 1.657 -4.998
H 2.187 1.279 -6.313
H 2.577 -0.295 -8.128
H 0.977 -2.127 -8.561
H -1.042 -2.330 -7.154
H -1.433 -0.759 -5.307
S -2.175 2.069 0.993
C -1.708 3.171 -0.144
N -0.549 3.843 -0.108
C -0.286 4.808 -1.151
C -1.202 4.429 -2.303
S -2.650 3.611 -1.541
H 0.042 3.816 0.709
H 0.764 4.737 -1.444
H -0.498 5.826 -0.793
H -0.745 3.690 -2.957
H -1.541 5.275 -2.891
*
```

The value obtained for the energy relative to the best compared isomer or geometry (same formula, charge and spin) is 23.1 kcal/mol. The gap between HOMO and LUMO (spin up / spin down) comes out at 0.2935 / 0.1907 Ha. The value obtained for the LUMO energy (spin up / spin down) is 0.0 / -2.9 eV. As for the expectation value of S²: 0.796. The calculated total energy comes out at -73477.3571 eV.


Entry 2:
Density functional theory data (ωB97M-V/def2-TZVPD) for an isolated molecule of C23H20N4O4 in a non-equilibrium geometry.

```
! wB97M-V def2-TZVPD RIJCOSX def2/J DEFGRID3
* xyz 0 1
O -0.826 0.852 2.348
C 0.013 0.234 1.714
N 0.644 -0.843 2.304
C 1.513 -1.748 1.700
C 2.659 -2.188 2.260
C 3.211 -1.790 3.517
C 4.381 -2.192 4.122
C 4.461 -1.495 5.345
C 3.342 -0.720 5.409
O 2.581 -0.889 4.316
H 2.986 -0.033 6.150
H 5.241 -1.558 6.075
H 5.087 -2.896 3.730
H 3.228 -2.922 1.711
C 1.068 -2.360 0.406
O 1.837 -2.745 -0.451
N -0.277 -2.473 0.310
C -0.936 -3.072 -0.826
C -2.365 -2.546 -0.966
C -2.422 -1.104 -1.339
N -2.258 -0.658 -2.549
C -2.458 0.698 -2.483
C -2.430 1.665 -3.481
C -2.714 2.965 -3.118
C -3.013 3.312 -1.799
C -3.039 2.369 -0.791
C -2.757 1.062 -1.150
N -2.721 -0.113 -0.442
H -2.839 -0.195 0.555
H -3.268 2.635 0.230
H -3.227 4.344 -1.564
H -2.706 3.739 -3.871
H -2.200 1.396 -4.499
H -2.908 -2.706 -0.031
H -2.856 -3.114 -1.757
H -0.961 -4.164 -0.714
H -0.349 -2.833 -1.716
H -0.846 -2.237 1.108
H 0.628 -0.831 3.317
C 0.423 0.570 0.351
C 0.071 1.747 -0.192
C 0.427 2.176 -1.505
C 1.024 1.517 -2.560
C 1.093 2.443 -3.616
C 0.541 3.597 -3.138
O 0.138 3.447 -1.875
H 0.389 4.556 -3.593
H 1.494 2.278 -4.595
H 1.355 0.499 -2.573
H -0.519 2.441 0.393
H 1.061 -0.114 -0.182
*
```

The value obtained for the energy relative to the best compared isomer or geometry (same formula, charge and spin) is 42.6 kcal/mol. The gap between HOMO and LUMO comes out at 0.2921 Ha. The value obtained for the LUMO energy is -0.1 eV. The calculated total energy comes out at -38325.9547 eV. Its SMILES is O=C(/C=C/c1ccco1)N/C(=C\c1ccco1)C(=O)NCCc1nc2ccccc2[nH]1.


Entry 3:
Density functional theory data (ωB97M-V/def2-TZVPD) for a structure of composition C23H20N7Pt.

```
! wB97M-V def2-TZVPD RIJCOSX def2/J DEFGRID3
* xyz 3 5
Pt 0.172 -0.093 -0.961
C 3.945 -1.942 -2.483
C 4.770 -2.061 -1.378
C 4.234 -1.848 -0.121
C 2.866 -1.502 0.014
N 2.075 -1.359 -1.097
C 2.598 -1.586 -2.289
N 2.422 -1.372 1.271
C 1.191 -1.221 1.693
N 0.092 -1.026 0.909
C -1.032 -1.057 1.689
N -2.267 -1.075 1.262
C -2.736 -1.091 0.008
C -4.116 -1.383 -0.129
C -4.679 -1.497 -1.384
C -3.869 -1.328 -2.496
C -2.513 -1.020 -2.303
N -1.967 -0.889 -1.107
C -0.625 -1.205 3.077
C -1.356 -1.282 4.259
C -0.640 -1.482 5.463
C 0.733 -1.589 5.466
C 1.473 -1.533 4.261
C 0.767 -1.312 3.080
H 4.314 -2.120 -3.484
H 5.813 -2.324 -1.493
H 4.824 -1.945 0.779
H 1.932 -1.497 -3.138
H -4.695 -1.539 0.771
H -5.731 -1.720 -1.498
H -4.264 -1.413 -3.499
H -1.859 -0.872 -3.154
H -2.435 -1.184 4.257
H -1.182 -1.564 6.396
H 1.255 -1.726 6.403
H 2.548 -1.666 4.259
C -2.106 4.905 -1.854
C -1.068 3.863 -1.718
C 0.276 3.993 -1.371
C 0.811 2.718 -1.388
N -0.149 1.824 -1.746
N -1.285 2.551 -1.900
C 2.212 2.290 -1.116
H -1.657 5.891 -1.777
H -2.855 4.810 -1.064
H -2.640 4.834 -2.803
H 0.785 4.916 -1.147
H -2.117 2.140 -2.289
H 2.847 3.168 -1.018
H 2.600 1.688 -1.939
H 2.287 1.732 -0.176
*
```

The value obtained for the energy relative to the best compared isomer or geometry (same formula, charge and spin) is 0.0 kcal/mol. The gap between HOMO and LUMO (spin up / spin down) comes out at 0.2585 / 0.1734 Ha. The value obtained for the LUMO energy (spin up / spin down) is -10.4 / -13.1 eV. As for the expectation value of S²: 6.161. The calculated total energy comes out at -37823.0806 eV.


Entry 4:
Density functional theory data (ωB97M-V/def2-TZVPD) for a structure of composition C23H20NaO in a non-equilibrium geometry.

```
! wB97M-V def2-TZVPD RIJCOSX def2/J DEFGRID3
* xyz -1 1
C 5.605 -2.135 -1.753
O 5.250 -0.723 -1.739
C 3.933 -0.429 -1.718
C 3.523 0.935 -1.704
C 2.195 1.277 -1.700
C 1.151 0.279 -1.707
C -0.203 0.683 -1.680
C -1.376 -0.120 -1.704
C -2.675 0.502 -1.693
C -3.844 -0.246 -1.686
C -3.811 -1.657 -1.693
C -2.565 -2.285 -1.709
C -1.393 -1.545 -1.723
C 1.608 -1.071 -1.732
C 2.937 -1.423 -1.725
H 6.692 -2.114 -1.754
H 5.226 -2.659 -0.859
H 5.224 -2.643 -2.655
H 4.322 1.679 -1.697
H 1.912 2.333 -1.703
H -0.370 1.762 -1.683
H -2.725 1.597 -1.689
H -4.817 0.252 -1.670
H -4.721 -2.250 -1.691
H -2.473 -3.371 -1.715
H -0.483 -2.130 -1.742
H 0.937 -1.925 -1.753
H 3.191 -2.485 -1.731
C 0.512 1.383 3.624
Na -0.431 3.053 1.567
C 1.058 0.822 2.439
C 0.015 0.317 1.649
C -1.220 0.588 2.294
C -0.916 1.320 3.504
C -1.949 2.033 4.138
C -3.264 1.775 3.760
C -3.567 0.884 2.715
C -2.553 0.312 1.956
H 1.027 1.671 4.533
H 2.107 0.818 2.179
H 0.081 -0.312 0.771
H -1.691 2.764 4.917
H -4.085 2.240 4.314
H -4.616 0.631 2.512
H -2.755 -0.388 1.137
*
```

The gap between HOMO and LUMO comes out at 0.1152 Ha. The value obtained for the LUMO energy is 1.3 eV. The calculated total energy comes out at -30638.5840 eV.


Entry 5:
Density functional theory data (ωB97M-V/def2-TZVPD) for a structure of composition C23H21AlClF6N6O5PS2 in a non-equilibrium geometry.

```
! wB97M-V def2-TZVPD RIJCOSX def2/J DEFGRID3
* xyz 1 2
Al 15.943 10.178 7.637
N 22.867 7.949 8.157
C 21.744 8.658 8.419
C 21.591 9.385 9.638
C 20.507 10.220 9.769
C 19.523 10.247 8.736
C 19.684 9.567 7.474
C 20.800 8.723 7.395
S 18.065 11.122 9.052
O 18.251 12.187 9.983
O 17.464 11.629 7.800
N 16.958 9.925 9.352
C 17.155 9.080 10.441
N 16.313 8.102 10.590
C 16.499 7.185 11.579
C 17.422 7.450 12.566
C 18.281 8.511 12.331
N 18.156 9.390 11.292
H 23.443 7.727 8.911
H 22.795 7.219 7.428
H 22.351 9.300 10.405
H 20.414 11.036 10.520
H 19.048 9.771 6.682
H 20.956 8.186 6.466
H 15.819 6.361 11.544
H 17.493 6.879 13.504
H 19.149 8.686 12.934
C 10.080 13.065 10.749
C 10.014 13.349 9.240
C 8.750 13.742 8.746
C 8.587 13.966 7.388
Cl 6.995 14.283 6.833
C 9.695 13.871 6.519
C 10.931 13.466 6.996
C 11.070 13.084 8.349
O 12.271 12.582 8.866
C 13.491 13.227 8.538
C 14.234 12.443 7.425
O 14.273 12.918 6.319
O 14.703 11.288 7.847
H 9.200 12.437 11.006
H 9.990 13.970 11.361
H 11.033 12.609 10.995
H 7.942 14.133 9.423
H 9.560 14.074 5.411
H 11.822 13.332 6.400
H 14.115 13.036 9.428
H 13.477 14.273 8.194
S 13.648 9.541 5.313
C 13.933 8.443 6.504
N 13.239 7.299 6.380
C 13.193 6.291 7.293
C 13.861 6.447 8.493
C 14.594 7.643 8.619
N 14.724 8.511 7.601
H 12.699 7.274 5.524
H 12.634 5.436 7.052
H 13.872 5.619 9.261
H 15.272 7.890 9.535
F 16.612 9.659 6.243
P 17.633 5.628 7.059
F 18.272 4.219 7.126
F 16.379 6.087 6.228
F 16.595 5.273 8.304
F 18.395 6.648 7.902
F 18.563 5.951 5.694
*
```

The value obtained for the energy relative to the best compared isomer or geometry (same formula, charge and spin) is 61.2 kcal/mol. The gap between HOMO and LUMO (spin up / spin down) comes out at 0.2160 / 0.1045 Ha. The value obtained for the LUMO energy (spin up / spin down) is -4.5 / -7.4 eV. As for the expectation value of S²: 0.755. The calculated total energy comes out at -109754.2661 eV.


Entry 6:
Density functional theory data (ωB97M-V/def2-TZVPD) for a structure of composition C23H21BFFeN7O3 in a non-equilibrium geometry.

```
! wB97M-V def2-TZVPD RIJCOSX def2/J DEFGRID3
* xyz 1 6
Fe -0.198 -2.318 -0.638
C 4.008 -2.719 -1.448
C 2.988 -2.343 -0.580
N 1.875 -2.102 -1.276
N 2.142 -2.339 -2.573
C 3.422 -2.707 -2.703
B 1.037 -2.284 -3.640
N 0.181 -1.033 -3.401
C -0.174 -0.079 -4.272
C -0.930 0.867 -3.602
C -0.993 0.399 -2.291
N -0.314 -0.743 -2.187
N 0.138 -3.521 -3.412
C -0.168 -4.488 -4.284
C -0.930 -5.448 -3.638
C -1.050 -4.977 -2.337
N -0.404 -3.812 -2.214
H 5.023 -2.967 -1.194
H 3.007 -2.234 0.493
H 3.849 -2.935 -3.666
H 1.493 -2.287 -4.738
H 0.136 -0.122 -5.303
H -1.380 1.761 -3.993
H -1.469 0.837 -1.429
H 0.166 -4.439 -5.306
H -1.332 -6.356 -4.051
H -1.565 -5.414 -1.497
C 2.027 2.910 3.811
C 0.502 3.001 3.837
C 0.055 4.360 3.318
C -1.464 4.454 3.301
C -2.011 3.358 2.431
C -3.190 3.520 1.741
C -3.646 2.524 0.880
F -4.786 2.724 0.212
C -2.952 1.362 0.700
C -1.767 1.160 1.420
C -1.042 -0.090 1.241
O -1.424 -0.913 0.353
C 0.047 -0.282 2.117
C 0.451 0.727 2.953
N -0.121 1.929 3.012
C -1.288 2.155 2.293
C 0.864 -1.559 2.133
O 1.692 -1.716 3.004
O 0.596 -2.392 1.180
H 2.437 3.842 4.198
H 2.383 2.782 2.788
H 2.417 2.105 4.430
H 0.148 2.880 4.865
H 0.442 4.497 2.304
H 0.480 5.136 3.952
H -1.784 5.422 2.919
H -1.850 4.355 4.320
H -3.764 4.431 1.849
H -3.308 0.594 0.028
H 1.298 0.532 3.594
*
```

The value obtained for the energy relative to the best compared isomer or geometry (same formula, charge and spin) is 25.2 kcal/mol. The gap between HOMO and LUMO (spin up / spin down) comes out at 0.3156 / 0.2378 Ha. The value obtained for the LUMO energy (spin up / spin down) is -3.0 / -5.1 eV. As for the expectation value of S²: 8.759. The calculated total energy comes out at -78544.2136 eV.


Entry 7:
Density functional theory data (ωB97M-V/def2-TZVPD) for a structure of composition C23H21BaN10O8SbSe4 in a non-equilibrium geometry.

```
! wB97M-V def2-TZVPD RIJCOSX def2/J DEFGRID3
* xyz 0 1
Ba 0.655 -0.465 0.349
C -1.674 1.622 -1.461
N -1.782 0.739 -0.291
C -2.807 -0.305 -0.344
C -2.324 -1.715 -0.566
N -1.093 -2.142 -0.696
C -1.183 -3.531 -0.857
C -0.180 -4.485 -1.022
C -0.564 -5.809 -1.142
C -1.916 -6.184 -1.103
C -2.923 -5.247 -0.943
C -2.525 -3.920 -0.821
N -3.229 -2.734 -0.649
C -0.379 1.537 -2.219
N 0.591 0.677 -2.024
C 1.564 0.984 -2.984
C 2.810 0.403 -3.220
C 3.588 0.942 -4.230
C 3.144 2.036 -4.991
C 1.910 2.621 -4.768
C 1.132 2.066 -3.756
N -0.123 2.382 -3.253
H -2.488 1.425 -2.163
H -1.802 2.660 -1.155
H -1.960 1.316 0.524
H -3.344 -0.315 0.604
H -3.542 -0.081 -1.123
H 0.866 -4.196 -1.049
H 0.191 -6.576 -1.268
H -2.177 -7.232 -1.199
H -3.967 -5.539 -0.912
H -4.224 -2.640 -0.542
H 3.159 -0.438 -2.628
H 4.563 0.516 -4.439
H 3.791 2.438 -5.766
H 1.575 3.481 -5.336
H -0.701 3.174 -3.509
O 1.128 -5.074 6.691
N 0.014 -4.610 6.516
O -0.923 -4.773 7.274
C -0.176 -3.711 5.374
C 0.867 -3.498 4.518
C 0.681 -2.676 3.434
C -0.534 -1.936 3.178
O -0.608 -1.017 2.308
C -1.588 -2.283 4.093
C -1.404 -3.112 5.166
N -2.940 -1.733 3.899
O -3.284 -1.441 2.768
O -3.672 -1.664 4.870
N 1.818 -2.520 2.530
O 2.940 -2.501 2.985
O 1.587 -2.437 1.302
H 1.816 -3.984 4.688
H -2.222 -3.303 5.842
N 4.057 2.274 -0.354
C 3.727 1.476 0.671
N 4.587 1.411 1.714
O 2.665 0.798 0.667
H 4.788 2.958 -0.263
H 3.325 2.483 -1.020
H 5.471 1.883 1.712
H 4.396 0.741 2.435
Se 2.055 5.916 -2.580
Sb 0.192 5.376 -1.212
Se -2.047 5.279 -2.023
Se 0.486 5.759 1.258
Se 0.809 3.498 0.468
*
```

The gap between HOMO and LUMO comes out at 0.2227 Ha. The value obtained for the LUMO energy is -1.6 eV. The calculated total energy comes out at -324088.1350 eV.


Entry 8:
Density functional theory data (ωB97M-V/def2-TZVPD) for a structure of composition C23H21BiN8O4S4Se in a non-equilibrium geometry.

```
! wB97M-V def2-TZVPD RIJCOSX def2/J DEFGRID3
* xyz -2 1
Bi 0.150 -1.160 -0.300
N 2.859 -2.246 -1.654
C 2.616 -2.843 -2.947
C 1.853 -1.845 -3.812
C 0.316 -1.930 -3.654
O -0.323 -1.966 -4.705
O -0.251 -2.003 -2.491
H 3.478 -1.443 -1.732
H 3.221 -2.893 -0.966
H 2.018 -3.747 -2.813
H 3.550 -3.137 -3.449
H 2.055 -2.025 -4.867
H 2.199 -0.838 -3.556
O -0.702 -8.013 1.301
C -0.559 -6.818 1.154
S 0.844 -5.917 1.719
C 0.336 -4.301 1.202
C -0.863 -4.241 0.583
S -1.761 -2.824 0.059
S -1.709 -5.768 0.336
S 1.416 -3.003 1.561
Se -6.009 4.161 0.009
N -5.288 3.056 1.255
C -4.241 2.471 0.682
C -3.384 1.544 1.371
C -3.595 1.194 2.684
C -2.724 0.301 3.318
C -1.640 -0.221 2.630
N -1.370 0.087 1.347
C -2.263 0.949 0.667
C -2.037 1.258 -0.657
N -0.991 0.650 -1.343
C -0.716 1.009 -2.588
C -1.423 1.972 -3.288
C -2.517 2.568 -2.659
C -2.853 2.233 -1.362
C -3.964 2.829 -0.681
N -4.773 3.726 -1.242
H -4.431 1.624 3.220
H -2.886 0.021 4.350
H -0.868 -1.034 4.447
H 0.113 0.498 -3.061
H -1.141 2.225 -4.300
H -3.121 3.306 -3.171
C 3.143 3.699 2.326
N 2.935 2.903 1.139
C 4.074 2.463 0.366
C 3.540 1.165 -0.272
O 4.164 0.500 -1.072
N 2.294 0.925 0.221
C 1.993 1.902 1.063
N 0.894 1.931 1.812
H 3.749 4.567 2.068
H 3.658 3.133 3.113
H 2.192 4.052 2.719
H 4.943 2.247 0.995
H 4.357 3.190 -0.397
H 0.159 1.231 1.595
H 0.554 2.825 2.123
C -0.709 -1.126 3.371
H 0.329 -0.905 3.140
H -0.893 -2.164 3.091
*
```

The value obtained for the energy relative to the best compared isomer or geometry (same formula, charge and spin) is 21.1 kcal/mol. The gap between HOMO and LUMO comes out at 0.1200 Ha. The value obtained for the LUMO energy is 3.7 eV. The calculated total energy comes out at -158833.2508 eV.